(1)
Molecular formula: C4H2O2
Method: DFT, wB97M-V/def2-TZVPD

```
8
C4H2O2 wB97M-V/def2-TZVPD
C -0.17 0.80 -0.01
H 0.73 1.33 -0.11
C -2.38 1.40 -0.02
O -2.97 -1.27 -0.01
H -0.07 -1.37 -0.04
C -0.67 -0.43 0.02
C -2.18 -0.41 0.03
O -1.19 1.82 0.02
```

Properties
gap between HOMO and LUMO	7.42	eV
ΔE to the lowest compared entry with this formula, charge and spin	190.6	kJ/mol
LUMO energy	-1.059	eV

Formally, the natural (NBO) partial charges of the atoms, in units of the elementary charge, are as follows: 0.14, 0.22, 0.25, -0.46, 0.26, -0.39, 0.46, -0.48

=====

(2)
Molecular formula: C4H2O2
Method: DFT, wB97M-V/def2-TZVPD

```
8
C4H2O2 wB97M-V/def2-TZVPD
C 0.91 0.91 0.07
H 1.80 -0.87 -0.78
C -0.44 -0.97 -0.21
C 0.93 -0.35 -0.37
O -0.79 -1.62 0.74
H -1.15 -0.65 -1.00
C -0.22 1.45 0.55
O -1.06 2.10 1.01
```

Properties
gap between HOMO and LUMO	8.62	eV
ΔE to the lowest compared entry with this formula, charge and spin	54.4	kJ/mol
SMILES string	O=C=C=CC=O
LUMO energy	-0.943	eV

Formally, the natural (NBO) partial charges of the atoms, in units of the elementary charge, are as follows: -0.36, 0.23, 0.37, -0.16, -0.50, 0.12, 0.70, -0.41

=====

(3)
Molecular formula: C4H2O2
Method: DFT, wB97M-V/def2-TZVPD

```
8
C4H2O2 wB97M-V/def2-TZVPD
O 0.61 0.49 1.71
C 0.56 0.03 -0.60
C -2.00 -0.54 -0.23
C -0.85 -0.24 -0.39
H -3.02 -0.85 -0.18
O 1.13 -0.11 -1.66
C 1.25 0.47 0.69
H 2.32 0.74 0.65
```

Properties
gap between HOMO and LUMO	9.31	eV
ΔE to the lowest compared entry with this formula, charge and spin	33.6	kJ/mol
SMILES string	C#CC(=O)C=O
LUMO energy	-1.102	eV

Formally, the natural (NBO) partial charges of the atoms, in units of the elementary charge, are as follows: -0.45, 0.41, -0.09, -0.15, 0.24, -0.44, 0.34, 0.14

=====

(4)
Molecular formula: C4H2O2
Method: DFT, wB97M-V/def2-TZVPD

```
8
C4H2O2 wB97M-V/def2-TZVPD
C 1.83 -0.07 -0.59
O -1.49 -1.28 1.05
C -0.41 0.78 0.44
C 0.92 0.53 -0.07
C -1.21 -0.50 0.17
H -1.45 -0.69 -0.89
O -0.85 1.77 0.97
H 2.63 -0.61 -1.05
```

Properties
gap between HOMO and LUMO	9.61	eV
ΔE to the lowest compared entry with this formula, charge and spin	57.0	kJ/mol
SMILES string	C#CC(=O)C=O
LUMO energy	-0.494	eV

Formally, the natural (NBO) partial charges of the atoms, in units of the elementary charge, are as follows: -0.12, -0.46, 0.42, -0.14, 0.36, 0.13, -0.44, 0.25

=====

(5)
Molecular formula: C4H2O2Tb
Method: DFT, wB97M-V/def2-TZVPD

```
9
C4H2O2Tb wB97M-V/def2-TZVPD
O 3.01 -1.27 0.19
C -0.58 0.55 -0.25
Tb 1.86 0.87 0.04
C 3.47 -2.30 0.33
H -2.51 1.31 0.09
C -1.51 1.15 0.54
C -1.04 -0.59 -0.89
H -1.21 1.76 1.39
O -1.48 -1.48 -1.44
```

Properties
gap between HOMO and LUMO (alpha / beta)	6.60 / 8.60	eV
multiplicity	7
charge	+3
LUMO energy (alpha / beta)	-18.216 / -15.237	eV

Formally, the Mulliken partial charges of the atoms, in units of the elementary charge, are as follows: -0.13, -0.43, 2.18, 0.25, 0.37, -0.40, 0.74, 0.32, 0.10

=====

(6)
Molecular formula: C4H2O2Tl
Method: DFT, wB97M-V/def2-TZVPD

```
9
C4H2O2Tl wB97M-V/def2-TZVPD
C 0.13 2.25 0.37
H 0.86 1.95 -1.33
H -1.43 -1.19 -0.59
C 0.19 0.03 -0.31
C -0.40 -1.16 -0.19
O 0.02 2.97 1.24
Tl -0.17 -3.91 0.80
C 0.71 1.24 -0.42
O 0.08 -2.18 0.43
```

Properties
gap between HOMO and LUMO (alpha / beta)	7.29 / 7.92	eV
ΔE to the lowest compared entry with this formula, charge and spin	0.0	kJ/mol
charge	+3
LUMO energy (alpha / beta)	-18.074 / -17.939	eV

Formally, the Mulliken partial charges of the atoms, in units of the elementary charge, are as follows: 0.53, 0.39, 0.41, 0.22, 0.55, 0.11, 1.20, -0.23, -0.18

=====

(7)
Molecular formula: C4H2O3
Method: DFT, wB97M-V/def2-TZVPD

```
9
C4H2O3 wB97M-V/def2-TZVPD
O 0.72 1.78 -0.16
C 0.87 -1.35 -0.10
O 1.91 0.99 0.00
C -1.31 0.27 -0.02
C 1.13 -0.14 0.29
O 0.41 -2.42 -0.08
C -0.07 0.68 0.09
H -2.12 0.94 -0.23
H -1.56 -0.75 0.22
```

Properties
gap between HOMO and LUMO	8.15	eV
ΔE to the lowest compared entry with this formula, charge and spin	628.7	kJ/mol
SMILES string	C=c1ooc1=C=O
LUMO energy	-0.438	eV

Formally, the natural (NBO) partial charges of the atoms, in units of the elementary charge, are as follows: -0.20, 0.67, -0.17, -0.54, -0.11, -0.41, 0.30, 0.23, 0.23

=====

(8)
Molecular formula: C4H2Si
Method: DFT, wB97M-V/def2-TZVPD

```
7
C4H2Si wB97M-V/def2-TZVPD
C 1.08 -2.87 -0.42
H -1.94 0.96 1.29
C 0.65 -1.68 -0.31
C 0.84 1.70 -0.05
H 0.15 1.57 -0.98
Si -0.70 0.98 0.45
C -0.07 -0.67 0.01
```

Properties
gap between HOMO and LUMO (alpha / beta)	6.43 / 5.90	eV
ΔE to the lowest compared entry with this formula, charge and spin	404.2	kJ/mol
LUMO energy (alpha / beta)	-2.431 / -2.722	eV

Formally, the natural (NBO) partial charges of the atoms, in units of the elementary charge, are as follows: 0.21, -0.14, -0.48, -0.66, 0.13, 1.18, -0.24